DFT (ωB97M-V/def2-TZVPD) results for an isolated molecule of C25H32N4O5.

The geometry in XYZ format:
```
66
Properties=species:S:1:pos:R:3
C -0.40664 1.93036 -0.53556
H 5.97489 -2.38110 -1.14918
C -3.95003 -0.81084 -1.90358
H -5.71832 2.72260 -0.14272
H 1.48229 0.10755 -2.69357
C -5.01246 -0.55857 0.22974
C 2.02265 0.54137 -0.66738
H -4.16266 -1.67819 1.87287
O -1.93478 -2.67677 0.64362
H -2.30520 -2.21274 -1.94742
C -2.72304 -1.46787 -1.27139
H -2.09968 2.59290 -1.46242
C -3.09814 -2.15777 0.04344
C 4.01071 -0.17954 0.23292
C -4.32047 1.43508 -1.11240
C -3.73850 3.57510 0.05516
C 1.62337 1.18458 0.53309
C -4.69576 2.37459 0.02479
H -3.11035 -0.38531 1.26535
N -4.55091 0.11407 -0.96097
H -5.67352 -1.37312 -0.08642
C 6.33669 -0.43539 -2.01842
H -0.66483 1.33482 -2.58600
H -2.45755 -3.58650 2.42786
H -4.68370 -1.57753 -2.16498
H 1.20491 1.30819 3.32109
N 5.15493 -0.91809 0.06371
O -3.83229 1.87356 -2.14548
H -3.69986 4.04406 -0.92779
H 6.71435 1.29687 -0.09548
H 0.08924 2.36799 1.48077
C 5.44851 -1.42824 -1.26278
C -3.61667 -4.29274 0.70254
C -2.30503 -3.82754 1.36814
H -3.49775 -5.22787 0.14962
C 0.40220 1.87577 0.57639
H 6.92025 -1.59641 0.89344
H 2.04120 2.78349 2.85120
N 3.19046 -0.11271 -0.79599
H 6.64974 -0.84023 -2.98163
O -2.00402 3.07968 1.64165
O -3.93000 -3.27473 -0.22335
H -4.42540 -4.40696 1.43401
C 2.50863 1.08465 1.64570
H -4.64740 1.87751 0.99154
H -5.58284 0.11285 0.86894
C 3.68379 0.40785 1.48601
N -1.63153 2.60657 -0.56100
H -1.95382 -0.72597 -1.05310
H 8.21031 0.49053 0.46772
O 7.52619 -0.16778 -1.30214
H -1.49704 -4.55453 1.27663
C -0.01265 1.28348 -1.72466
C 1.16930 0.60453 -1.78878
C -3.82064 -1.16128 0.97545
H 6.18051 -0.24516 1.77498
H 5.77488 0.49702 -2.17699
H 2.92173 1.50661 3.70142
H -3.66782 -0.25171 -2.79616
H 4.35229 0.30584 2.32692
H -4.08705 4.29719 0.79344
C 2.15182 1.70542 2.95945
C 6.37939 -0.64984 0.78531
C 7.24490 0.33401 -0.01702
C -2.35944 3.07954 0.48012
H 4.50767 -1.57323 -1.79027
```

Its total energy is -1567.13181 Eh. The net charge is 0. The calculation puts the orbital gap at 7.95 eV. Its energy relative to the best compared isomer or geometry (same formula, charge and spin) is 16.7 kcal per mole.

Here are the Mulliken charges for atoms 1 to 4, given in e: atom 1 (C): 0.254, atom 2 (H): 0.314, atom 3 (C): -1.085, atom 4 (H): 0.307